Below is a 2-piece molecular cluster, C15H16N2O2S overall, with properties calculated with ωB97M-V/def2-TZVPD.

For the relative energy (zero: lowest compared OMol25 entry of this formula, charge and spin), the calculation gives 490.35 kJ/mol. Its total charge is 0. As for the total energy: -1239.25316 Ha. As for the LUMO energy: -2.5 eV.

Structure (XYZ):
```
36
Properties=species:S:1:pos:R:3:forces:R:3
S -0.65854 -1.85689 -3.38309 -1.53 -1.15 0.17
O 0.72233 -2.26468 -3.11866 0.27 0.35 0.15
O -0.90410 -0.41607 -3.29507 0.42 0.15 0.11
N -1.75619 -2.75119 -2.67364 0.45 0.39 0.44
N 0.27665 -0.30065 1.20267 -0.68 -2.36 -0.52
C 2.51494 2.53233 1.38876 -0.17 -0.45 -0.06
C -1.02966 -2.34487 -5.06471 0.15 0.10 -0.22
C 1.40088 1.69984 1.30283 1.21 -0.60 -0.01
C 3.78370 1.94142 1.39759 -0.14 -0.33 -0.03
C 0.08034 -1.60618 1.11865 0.02 2.23 0.61
C -0.70177 0.74567 1.25581 -0.11 1.34 0.22
C -2.08664 0.71121 1.25856 -0.19 0.01 0.04
C -2.09019 3.15945 1.41038 -0.07 -0.41 -0.02
C -1.23322 -2.23655 1.29124 -0.12 -1.20 -0.22
C -2.77967 1.93595 1.33984 0.44 0.08 0.00
C 2.80564 -0.30060 1.23623 0.12 0.28 0.01
C 1.56201 0.30328 1.21854 1.04 1.22 0.13
C -0.00734 1.97883 1.31962 -1.23 -0.14 0.01
C -0.69330 3.18625 1.40005 0.10 -0.50 -0.05
C 3.93268 0.54109 1.32657 -0.44 0.16 -0.03
H -2.64965 4.09457 1.47280 0.15 -0.33 -0.03
H -1.05838 -3.32148 1.30592 -0.25 0.32 -0.04
H 4.93617 0.10949 1.34189 -0.41 0.11 -0.03
H -2.06502 -2.08304 -5.29600 0.20 0.00 0.15
H -1.68830 -2.61517 -1.65436 0.09 0.01 -0.49
H -2.61159 -0.23634 1.20127 -0.13 0.48 -0.02
H -3.87157 1.94215 1.35082 0.41 -0.10 -0.04
H -1.91052 -2.03515 0.45086 0.19 0.06 0.00
H -0.88569 -3.42327 -5.16720 0.01 0.22 0.12
H -0.11258 4.10506 1.45152 -0.33 -0.07 -0.02
H -0.34977 -1.81091 -5.73126 -0.03 -0.02 0.07
H 4.67240 2.57282 1.46174 -0.29 -0.25 -0.02
H 2.87631 -1.38400 1.18296 0.36 0.23 -0.01
H 0.97549 -2.21626 1.02634 -0.16 0.17 -0.14
H -1.75065 -1.96426 2.22300 0.34 0.21 -0.21
H 2.35482 3.60811 1.44754 0.30 -0.23 0.00
```
Forces are in eV/Å.

Partial charges, natural (NBO), in e: S 2.258; O -1.036; O -1.033; N -1.267; N -0.255; C -0.192; C -0.876; C 0.016; C -0.182; C 0.346; C 0.088; C -0.178; C -0.168; C -0.731; C -0.192; C -0.184; C 0.093; C 0.025; C -0.206; C -0.191; H 0.231; H 0.264; H 0.234; H 0.230; H 0.297; H 0.232; H 0.235; H 0.295; H 0.230; H 0.227; H 0.217; H 0.230; H 0.224; H 0.231; H 0.263; H 0.225

---

Below is one molecule with the formula C15H16N2O5, with properties calculated with ωB97M-V/def2-TZVPD.

For the relative energy (zero: lowest compared OMol25 entry of this formula, charge and spin), the calculation gives 85.82 kJ/mol. The SMILES is COc1ccc(C(=O)CC2C(=O)N(C)C(=O)N(C)C2=O)cc1. Its total charge is 0. As for the total energy: -1066.97791 Ha. As for the LUMO energy: 0.2 eV.

Structure (XYZ):
```
38
Properties=species:S:1:pos:R:3:forces:R:3
O 0.63469 -0.22789 -0.41597 -0.08 -0.04 0.00
O 1.48643 0.29646 2.71980 -0.17 -0.03 0.10
O 4.38980 1.66733 -0.45401 0.16 -0.07 -0.11
O -4.70975 -3.60004 -0.86529 0.00 0.28 0.21
O 0.09337 2.98703 -0.87935 -0.20 0.01 0.03
N 2.95413 1.03058 1.16993 0.33 -0.14 0.19
N 2.25447 2.38170 -0.63769 0.14 0.23 -0.30
C -1.38683 -2.05380 -0.99600 0.05 0.29 0.20
C 2.60632 2.97007 -1.92105 0.07 0.19 -0.22
C -0.66438 1.08831 1.06940 0.46 0.17 -0.05
C -3.64513 -2.79050 -0.67304 0.12 0.27 0.15
C 0.65081 1.87906 1.15146 -0.48 -0.26 -0.01
C -4.58228 -4.70169 -1.73516 0.04 -0.21 -0.17
C 3.27126 1.69022 -0.00391 -0.29 0.08 0.17
C 0.95076 2.45104 -0.21764 0.09 -0.03 0.36
C 1.71214 0.98047 1.74953 -0.10 0.34 -0.13
C -0.44871 -0.07496 0.11724 -0.16 0.18 0.20
C -2.39706 -2.94977 -1.27374 -0.24 -0.25 -0.10
C -3.84623 -1.71758 0.20431 -0.19 -0.23 -0.10
C -1.57867 -0.98182 -0.12272 -0.15 -0.51 -0.32
C -2.83387 -0.82909 0.47577 0.24 -0.06 -0.13
C 4.02490 0.23022 1.74429 0.23 -0.10 0.17
H -4.81844 -1.61112 0.65900 -0.11 0.02 0.06
H 3.47104 3.61957 -1.79403 -0.05 -0.04 -0.06
H -0.93095 0.71074 2.05719 -0.04 0.03 -0.04
H 4.28543 -0.58215 1.06661 0.02 0.02 0.04
H -0.41674 -2.16844 -1.45607 0.06 -0.01 -0.04
H 4.90138 0.85819 1.89632 -0.03 -0.09 -0.01
H 3.66931 -0.17166 2.68952 0.05 0.04 -0.11
H -1.45935 1.73157 0.69043 -0.01 -0.03 0.06
H -2.20735 -3.76450 -1.95433 -0.01 -0.08 -0.05
H 0.50906 2.72389 1.83786 0.09 -0.08 -0.09
H 2.85610 2.18443 -2.63341 0.01 0.05 0.00
H -4.34640 -4.38171 -2.75454 0.00 -0.01 0.05
H -3.81770 -5.40176 -1.38518 -0.02 0.04 -0.02
H -5.55270 -5.19499 -1.72796 0.09 0.01 -0.03
H 1.74771 3.53525 -2.27428 0.11 -0.06 0.03
H -3.02321 -0.01447 1.15605 -0.02 0.10 0.09
```
Forces are in eV/Å.

Partial charges, natural (NBO), in e: O -0.581; O -0.593; O -0.595; O -0.482; O -0.593; N -0.470; N -0.470; C -0.126; C -0.415; C -0.507; C 0.342; C -0.403; C -0.255; C 0.820; C 0.727; C 0.727; C 0.585; C -0.320; C -0.269; C -0.148; C -0.154; C -0.415; H 0.228; H 0.218; H 0.258; H 0.213; H 0.235; H 0.218; H 0.240; H 0.258; H 0.223; H 0.268; H 0.213; H 0.180; H 0.180; H 0.204; H 0.240; H 0.216

---

Below is C15H17AuCl2N2O3 as an isolated structure, with properties calculated with ωB97M-V/def2-TZVPD.

For the relative energy (zero: lowest compared OMol25 entry of this formula, charge and spin), the calculation gives 547.04 kJ/mol. Its total charge is 0. As for the total energy: -1972.86168 Ha. As for the LUMO energy: -0.6 eV.

Structure (XYZ):
```
40
Properties=species:S:1:pos:R:3:forces:R:3
Au 0.92726 -2.40206 -0.49728 0.55 0.82 -0.16
Cl 4.31315 1.17305 -0.66999 0.20 -0.01 0.08
Cl 1.47723 5.36771 0.52279 0.02 -0.09 -0.05
O -0.23059 -0.95157 1.22293 0.41 -0.26 0.09
O -0.97903 -4.40840 -0.96336 0.00 0.10 -0.03
O 2.11162 -0.63721 -0.75202 -0.63 -0.17 -0.12
N -0.74756 0.46260 -0.69771 -0.23 0.03 -0.33
N -1.57170 1.59302 -1.09095 0.23 0.06 -0.08
C -1.79736 -5.55799 -0.65317 0.03 0.00 -0.04
C 0.62548 -5.15058 0.63798 0.12 0.07 0.01
C 2.44696 3.05020 -0.33139 0.57 -0.58 -0.31
C -0.28102 2.34590 -1.29350 -0.08 -0.31 -0.10
C 1.34227 3.71463 -0.03267 -0.63 0.30 0.12
C 1.76393 0.61348 -0.76145 -0.97 -1.00 -0.08
C 2.64306 1.63195 -0.67545 0.97 1.32 0.34
C -0.07565 3.19865 -0.06020 0.04 0.28 0.27
C -1.09110 1.06675 3.10942 0.05 -0.05 0.04
C -0.37927 2.54703 1.29554 -0.13 -0.21 -0.28
C -0.98814 0.00345 0.88156 -0.57 0.03 0.72
C -0.08948 3.02406 -2.61996 -0.03 0.07 -0.09
C 0.13926 -4.15150 -0.35416 -0.31 -0.21 0.12
C 0.38844 1.04838 -0.95654 0.19 -0.21 -0.05
C -0.77678 1.32430 1.66024 0.07 0.12 0.00
H -0.82761 1.91904 3.73295 0.01 0.02 0.01
H -0.74727 4.05765 -0.16582 0.02 -0.05 0.08
H -0.55323 0.17980 3.44398 0.02 0.02 0.03
H -1.98438 1.35170 -1.99002 -0.01 -0.01 0.04
H 0.91826 3.42120 -2.71987 0.03 0.00 0.04
H -0.26043 2.32076 -3.43643 0.00 0.00 0.01
H -1.93592 -5.64620 0.42236 -0.02 -0.02 -0.04
H 1.70480 -5.06423 0.72818 -0.02 -0.01 0.04
H -2.15818 0.86651 3.24027 -0.02 -0.02 -0.04
H -2.08349 -0.20312 0.84795 0.09 0.11 -0.25
H 3.37186 3.60528 -0.23948 0.04 -0.08 -0.05
H 0.34097 -6.18225 0.44363 -0.02 -0.05 -0.05
H -1.35164 -6.46123 -1.06612 0.00 0.01 0.03
H -2.74624 -5.35517 -1.13907 0.01 -0.04 0.02
H 0.19626 -4.83875 1.59884 0.02 -0.02 0.01
H -0.79386 3.85263 -2.71618 -0.02 0.00 -0.01
H -0.26090 3.27051 2.09416 0.00 0.05 0.05
```
Forces are in eV/Å.

Partial charges, natural (NBO), in e: Au 0.655; Cl 0.017; Cl -0.010; O -0.816; O -0.448; O -0.776; N -0.212; N -0.444; C -0.280; C -0.770; C -0.273; C 0.076; C 0.025; C 0.253; C -0.109; C -0.307; C -0.634; C -0.219; C 0.323; C -0.630; C 0.309; C 0.358; C 0.009; H 0.209; H 0.250; H 0.240; H 0.357; H 0.245; H 0.220; H 0.197; H 0.261; H 0.211; H 0.121; H 0.246; H 0.222; H 0.197; H 0.216; H 0.272; H 0.225; H 0.210